{
  "formula": "C6H14O",
  "method": "the ωB97M-V functional and the def2-TZVPD basis",
  "symbols": ["C", "C", "C", "C", "C", "C", "O", "H", "H", "H", "H", "H", "H", "H", "H", "H", "H", "H", "H", "H", "H"],
  "xyz": [[1.82216, -2.59506, 1.38835], [0.76907, -1.94694, 0.47729], [0.41279, -0.49475, 0.80478], [-0.39840, 0.12181, -0.33413], [-0.58363, 1.63336, -0.25963], [-1.24858, 2.16120, -1.51859], [-1.37661, 3.56509, -1.41015], [2.58943, -3.09702, 0.79009], [1.38541, -3.33761, 2.06232], [2.34029, -1.85178, 2.00393], [1.14124, -1.96206, -0.55435], [-0.15132, -2.54605, 0.47136], [-0.14038, -0.42809, 1.75254], [1.33858, 0.08146, 0.94671], [-1.38002, -0.37119, -0.39199], [0.11469, -0.11748, -1.27733], [-1.18690, 1.91775, 0.61097], [0.39049, 2.12763, -0.14835], [-0.63613, 1.88364, -2.39301], [-2.23249, 1.67840, -1.64594], [-1.78389, 3.88897, -2.22210]],
  "atomic_forces_ev_per_a": [[0.1, 0.0, 0.1], [0.0, 0.0, -0.1], [0.0, 0.0, 0.0], [0.0, 0.0, -0.1], [0.0, 0.0, 0.0], [0.0, -0.5, 0.0], [-0.1, 0.2, -0.2], [-0.1, 0.0, 0.2], [0.1, 0.1, 0.0], [-0.1, -0.1, -0.1], [-0.1, 0.0, 0.1], [0.2, 0.1, 0.0], [0.1, 0.0, -0.1], [-0.1, -0.1, -0.1], [0.1, 0.1, 0.0], [-0.1, 0.0, 0.1], [0.1, 0.0, -0.1], [-0.1, -0.1, 0.0], [-0.1, 0.1, 0.1], [0.1, 0.1, 0.0], [0.1, 0.0, 0.2]],
  "total_energy_ev": -8496.400,
  "smiles": "CCCCCCO",
  "lumo_energy_ev": 1.0060,
  "e_above_lowest_kj_mol": 47.5,
  "gap_ev": 11.30,
  "fmax_ev_per_a": 0.46
}


{
  "formula": "C8H10N2O4Si",
  "method": "the ωB97M-V functional and the def2-TZVPD basis",
  "symbols": ["C", "C", "C", "C", "C", "C", "C", "C", "N", "N", "O", "O", "O", "O", "Si", "H", "H", "H", "H", "H", "H", "H", "H", "H", "H"],
  "xyz": [[0.78835, 1.78599, -0.01627], [2.64682, 0.54129, 0.05070], [2.17003, -0.62776, 0.16525], [4.28219, 0.79302, -0.28904], [2.44032, -2.05651, 0.05513], [-2.92706, 1.47943, 0.05466], [-1.95802, -1.02031, 1.54759], [-1.80017, -0.84901, -1.59609], [2.09373, 1.80374, -0.03156], [0.06363, 0.73807, 0.29709], [4.49269, 1.00509, -1.42818], [1.54355, -2.90389, -0.02101], [4.88199, 0.75703, 0.78276], [3.64298, -2.28939, 0.11919], [-1.43820, 0.14772, 0.07913], [0.26483, 2.71308, -0.22609], [-3.77824, 0.92885, -0.10060], [-2.78306, 1.88283, 1.01308], [-2.65510, 2.18510, -0.69125], [-1.08153, -1.23333, 2.11078], [-2.71995, -0.46638, 2.22832], [-2.55983, -1.85643, 1.35796], [-2.71088, -1.47295, -1.39747], [-1.87649, -0.37093, -2.51342], [-1.02258, -1.61431, -1.55066]],
  "atomic_forces_ev_per_a": [[-0.3, -0.8, 0.8], [-0.5, 1.7, -0.6], [0.6, 0.1, -0.2], [-0.3, -1.3, 3.9], [-0.8, -1.6, 0.7], [3.8, -0.9, 0.0], [-1.2, 3.0, 0.4], [0.0, -1.6, 3.7], [0.1, 0.6, -0.5], [0.9, -0.3, -0.2], [0.5, 0.5, -3.1], [-1.5, -0.1, -0.3], [0.5, 0.4, -0.3], [1.6, 0.6, -0.2], [-3.1, -0.8, -1.0], [0.1, 0.5, 0.0], [-2.3, -0.9, -0.3], [-0.5, 0.9, 1.4], [-0.2, 0.7, -0.8], [0.6, -0.5, 0.6], [1.5, -0.2, -0.8], [-0.3, -1.7, -0.8], [0.3, 0.7, -0.2], [0.1, 1.0, -1.6], [0.4, 0.1, -0.6]],
  "total_energy_ev": -27504.373,
  "charge": -2,
  "lumo_energy_ev": 5.5144,
  "e_above_lowest_kj_mol": 254.3,
  "gap_ev": 7.01,
  "fmax_ev_per_a": 4.13
}


{
  "formula": "C5H11NO",
  "method": "the ωB97M-V functional and the def2-TZVPD basis",
  "symbols": ["C", "C", "C", "N", "C", "C", "O", "H", "H", "H", "H", "H", "H", "H", "H", "H", "H", "H"],
  "xyz": [[-0.96606, -1.47649, -0.41610], [-0.51759, -0.01752, -0.62859], [-1.33225, 0.93286, 0.31737], [0.94950, 0.14339, -0.45099], [1.63383, -0.67474, 0.54034], [1.17532, 1.50218, -0.32160], [0.76313, 2.32291, -1.10759], [-0.77375, -1.81973, 0.60389], [-2.04269, -1.54695, -0.58845], [-0.52286, -2.24003, -1.07058], [-0.71003, 0.23152, -1.67609], [-1.08610, 2.00321, 0.42136], [-2.35345, 0.94273, -0.05521], [-1.29448, 0.57747, 1.35268], [1.14588, -0.72352, 1.52535], [1.77274, -1.69994, 0.18383], [2.62682, -0.24342, 0.68244], [1.53206, 1.78605, 0.68792]],
  "atomic_forces_ev_per_a": [[-0.1, -0.1, 0.1], [-0.3, -0.3, -0.1], [-0.2, -0.2, 0.0], [-0.2, 0.1, 0.4], [0.1, -0.1, 0.2], [-0.5, 0.4, 0.0], [0.6, -0.1, 0.2], [-0.1, 0.2, 0.0], [0.0, 0.1, 0.1], [0.2, 0.6, -0.1], [-0.1, 0.2, 0.2], [0.4, -0.6, -0.7], [-0.3, -0.2, 0.3], [-0.2, -0.4, -0.1], [-0.1, 0.1, -0.2], [-0.1, 0.2, 0.0], [0.0, -0.1, 0.0], [0.8, 0.2, -0.3]],
  "total_energy_ev": -8900.276,
  "smiles": "CC(C)N(C)C=O",
  "lumo_energy_ev": 0.9540,
  "e_above_lowest_kj_mol": 137.1,
  "gap_ev": 10.26,
  "fmax_ev_per_a": 0.99
}


{
  "formula": "C4H21NO8",
  "method": "the ωB97M-V functional and the def2-TZVPD basis",
  "symbols": ["C", "C", "C", "O", "N", "C", "O", "H", "H", "H", "H", "H", "H", "H", "H", "H", "O", "H", "H", "O", "H", "H", "O", "H", "H", "O", "H", "H", "O", "H", "H", "O", "H", "H"],
  "xyz": [[2.11986, 1.06138, -0.87987], [0.68937, 0.66465, -0.54064], [-0.15883, 0.93533, -1.76987], [-0.26498, 0.17066, -2.68351], [0.53809, -0.74463, -0.15329], [1.01239, -1.11271, 1.16711], [-0.02717, -1.82684, 1.81210], [2.18691, 2.09448, -1.26554], [2.76582, 1.02099, 0.07435], [2.61077, 0.35563, -1.60733], [0.33525, 1.29016, 0.35159], [-0.65669, 1.91162, -1.82149], [0.79395, -1.48219, -0.90398], [1.87515, -1.83061, 1.13896], [1.20872, -0.22469, 1.81959], [-0.39432, -2.56494, 1.20097], [-2.02920, 1.66304, 0.09851], [-2.99126, 1.91550, 0.15544], [-2.05649, 0.71508, 0.37225], [-0.55533, 2.94824, 1.93444], [-0.57316, 3.81835, 1.55688], [-1.10829, 2.42138, 1.36810], [-1.57169, -2.98813, -0.46558], [-2.21201, -3.65673, -0.84635], [-1.03386, -2.77906, -1.23194], [1.91516, 1.92425, 2.12590], [2.24604, 2.21172, 2.94823], [0.97845, 2.25821, 2.00253], [-2.33668, -0.80174, 0.89646], [-2.25577, -1.48631, 0.22245], [-1.53298, -0.95921, 1.47526], [-0.06025, -2.49168, -2.65354], [-0.17127, -1.58927, -2.80723], [0.71430, -2.84196, -3.09094]],
  "atomic_forces_ev_per_a": [[2.0, -0.1, 0.9], [-0.3, -0.4, 0.9], [0.2, 1.0, 1.0], [-0.2, -0.8, -0.9], [1.0, -0.9, -1.2], [0.0, -0.6, -0.2], [-1.3, -1.9, -0.2], [0.0, -0.4, 0.1], [-1.1, 0.1, -1.4], [-0.8, 0.7, 0.5], [0.4, -0.9, -1.6], [0.2, 0.2, 0.0], [-0.4, 2.1, 1.6], [-0.3, 1.0, -0.1], [0.1, -0.8, -0.8], [1.1, 1.7, 1.2], [-1.8, 0.9, 0.1], [1.5, -0.3, -0.1], [-0.2, -0.6, 0.1], [0.8, 0.3, 1.2], [0.0, 0.7, -0.2], [-1.1, -0.7, -0.9], [-1.7, -1.7, -0.3], [1.0, 1.1, 0.9], [0.7, 0.2, -0.6], [-1.0, -0.5, -1.8], [0.3, 0.6, 1.5], [1.1, 0.0, 0.7], [0.3, 0.6, 1.1], [0.2, -0.2, -0.1], [-0.9, -0.1, -0.7], [0.0, -3.3, 0.7], [0.1, 2.9, -0.8], [0.1, 0.2, -0.2]],
  "total_energy_ev": -22358.752,
  "smiles": "C[C@@H](C=O)NCO.O.O.O.O.O.O",
  "lumo_energy_ev": 0.4906,
  "e_above_lowest_kj_mol": 98.6,
  "gap_ev": 9.35,
  "fmax_ev_per_a": 3.33
}